# 1
A molecular structure, C4H6LaO3 at a distorted geometry. Source: the Open Molecules 2025 dataset; level of theory: ωB97M-V with the def2-TZVPD basis set.

CARTESIAN COORDINATES (ANGSTROEM)
C: 1.538 -0.322 -0.021
H: 3.003 -1.855 -0.410
H: 2.473 -1.757 1.283
H: -2.922 1.013 0.582
O: 0.344 -1.068 0.242
La: 1.131 1.874 -1.085
C: 2.701 -1.151 0.386
C: -2.974 -0.075 0.695
H: -3.527 -0.349 1.596
C: -0.794 -0.513 -0.081
O: -1.649 -0.579 0.904
H: 3.560 -0.507 0.612
H: -3.463 -0.484 -0.196
O: -0.908 0.321 -0.989

Values from the calculation:
- HOMO energy (alpha / beta): -0.5869 / -0.6872 Eh
- Energy relative to the best compared isomer or geometry (same formula, charge and spin): 0.0 kcal per mole
- Energy: -11227.326 eV
- Charge: +2
- Molar mass: 241.00 g/mol
- Orbital gap (alpha / beta): 6.427 / 8.952 eV
- 2S+1: 2

# 2
A molecular structure, C4H6LuO2 at a distorted geometry. Source: the Open Molecules 2025 dataset; level of theory: ωB97M-V with the def2-TZVPD basis set.

CARTESIAN COORDINATES (ANGSTROEM)
H: -0.577 1.243 1.481
O: 0.998 0.784 -2.414
O: -1.633 -0.936 0.655
H: 0.200 -1.710 0.996
H: 0.992 -0.058 -2.882
H: 2.038 1.059 0.087
H: -0.695 0.611 -1.329
C: -0.451 -0.816 0.979
C: 0.195 0.499 1.246
H: 0.878 0.381 2.101
C: 0.389 0.687 -1.218
C: 0.964 0.876 0.002
Lu: -3.298 -2.620 0.296

Values from the calculation:
- HOMO energy (alpha / beta): -0.5838 / -0.5837 Eh
- Energy relative to the best compared isomer or geometry (same formula, charge and spin): 3.7 kcal per mole
- Energy: -41938.638 eV
- Charge: +2
- Molar mass: 261.06 g/mol
- Orbital gap (alpha / beta): 5.495 / 4.533 eV
- 2S+1: 2

# 3
2 unconnected molecules or ions with the total composition C4H6N at a distorted geometry. Source: the Open Molecules 2025 dataset; level of theory: ωB97M-V with the def2-TZVPD basis set.

CARTESIAN COORDINATES (ANGSTROEM)
H: -1.019 0.647 -2.127
C: -0.941 -0.960 1.829
N: 0.992 1.150 -2.189
C: -0.036 0.192 -0.362
H: -0.648 -0.084 2.447
H: 0.882 0.004 0.302
H: -1.836 -0.924 1.341
H: -0.458 -1.857 1.917
H: 2.875 1.834 -3.254
C: 1.982 1.356 -2.827
C: -0.109 0.718 -1.606

Values from the calculation:
- HOMO energy (alpha / beta): -0.4815 / -0.5294 Eh
- Energy relative to the best compared isomer or geometry (same formula, charge and spin): 135.4 kcal per mole
- Energy: -5720.928 eV
- Charge: +1
- Molar mass: 68.10 g/mol
- Orbital gap (alpha / beta): 7.521 / 8.883 eV
- 2S+1: 1

# 4
A molecular structure, C4H6N at a distorted geometry. Source: the Open Molecules 2025 dataset; level of theory: ωB97M-V with the def2-TZVPD basis set.

CARTESIAN COORDINATES (ANGSTROEM)
C: 1.440 -0.825 -0.168
C: 0.239 0.001 -0.031
H: 1.925 -1.752 -0.298
H: -1.810 -0.157 0.931
H: -1.794 0.942 -0.432
H: -1.761 -0.819 -0.697
H: 1.697 0.417 1.953
H: 1.927 1.366 -1.070
C: 1.416 0.220 0.863
N: -1.626 -0.003 -0.069
C: 1.477 0.603 -0.653

Values from the calculation:
- HOMO energy (alpha / beta): -0.4203 / -0.5483 Eh
- Energy relative to the best compared isomer or geometry (same formula, charge and spin): 102.1 kcal per mole
- Energy: -5718.623 eV
- Charge: +1
- Molar mass: 68.10 g/mol
- Orbital gap (alpha / beta): 8.400 / 7.419 eV
- 2S+1: 3

# 5
C4H6N2 in the gas phase at a distorted geometry. Source: the Open Molecules 2025 dataset; level of theory: ωB97M-V with the def2-TZVPD basis set.

CARTESIAN COORDINATES (ANGSTROEM)
C: 2.760 0.306 1.812
H: -1.227 -0.840 -1.992
C: 1.684 0.155 1.388
H: 0.214 1.597 0.177
H: -1.365 -0.899 1.416
H: -2.063 0.416 0.350
N: -0.435 -0.260 -1.856
N: -0.239 -0.463 -0.482
C: -1.146 -0.162 0.647
H: -0.610 0.730 -1.811
C: 0.108 0.509 0.407
H: 3.751 0.236 2.255

Values from the calculation:
- HOMO energy: -0.3274 Eh
- Energy relative to the best compared isomer or geometry (same formula, charge and spin): 154.0 kcal per mole
- Energy: -7218.913 eV
- Structure (SMILES): C#C[C@@H]1CN1N
- Molar mass: 82.11 g/mol
- Orbital gap: 9.777 eV
- 2S+1: 1

# 6
2 unconnected molecules or ions with the total composition C4H6N2 at a distorted geometry. Source: the Open Molecules 2025 dataset; level of theory: ωB97M-V with the def2-TZVPD basis set.

CARTESIAN COORDINATES (ANGSTROEM)
N: 0.086 -1.135 -0.676
C: -0.358 0.106 -0.213
C: 0.713 -0.542 0.537
H: -1.843 -0.592 0.758
H: 0.603 -1.127 1.448
H: -1.466 1.311 -1.518
H: 0.612 -0.956 -1.526
H: -1.614 -1.312 0.917
N: 2.977 0.721 0.401
C: -0.900 1.243 -0.593
C: 1.973 0.150 0.448
H: -0.782 2.132 0.018

Values from the calculation:
- HOMO energy: -0.3607 Eh
- Energy relative to the best compared isomer or geometry (same formula, charge and spin): 97.0 kcal per mole
- Energy: -7221.385 eV
- Structure (SMILES): C=C1N[C@H]1C#N.[H][H]
- Molar mass: 82.11 g/mol
- Orbital gap: 10.598 eV
- 2S+1: 1

# 7
2 unconnected molecules or ions with the total composition C4H6N2 at a distorted geometry. Source: the Open Molecules 2025 dataset; level of theory: ωB97M-V with the def2-TZVPD basis set.

CARTESIAN COORDINATES (ANGSTROEM)
H: -0.739 -0.639 2.125
C: -1.036 0.476 0.313
N: 2.227 -0.554 1.093
N: -2.077 0.249 -0.369
H: 1.975 1.037 -1.948
H: -0.555 1.453 0.427
C: 1.184 0.349 -1.582
H: -2.393 1.111 -0.814
C: 1.069 -0.595 1.078
H: -0.723 -1.608 0.644
H: 1.465 -0.619 -2.051
C: -0.396 -0.661 1.083

Values from the calculation:
- HOMO energy (alpha / beta): -0.3525 / -0.3548 Eh
- Energy relative to the best compared isomer or geometry (same formula, charge and spin): 131.2 kcal per mole
- Energy: -7219.900 eV
- Molar mass: 82.11 g/mol
- Orbital gap (alpha / beta): 8.601 / 8.675 eV
- 2S+1: 1

# 8
C4H6N2 in the gas phase at a distorted geometry. Source: the Open Molecules 2025 dataset; level of theory: ωB97M-V with the def2-TZVPD basis set.

CARTESIAN COORDINATES (ANGSTROEM)
H: 0.327 -1.739 -0.656
H: -2.479 -0.847 -0.088
N: 1.647 1.015 -0.028
N: 1.810 -0.406 0.003
H: 2.539 -0.779 -0.641
C: 0.380 -0.971 0.124
C: 0.410 1.339 0.075
H: 0.157 -1.444 1.187
H: -2.379 1.110 -0.190
C: -1.909 0.149 -0.088
C: -0.547 0.206 0.020
H: 0.045 2.367 0.282

Values from the calculation:
- HOMO energy: -0.3013 Eh
- Energy relative to the best compared isomer or geometry (same formula, charge and spin): 60.3 kcal per mole
- Energy: -7222.977 eV
- Structure (SMILES): C=C1C=NNC1
- Molar mass: 82.11 g/mol
- Orbital gap: 8.945 eV
- 2S+1: 1

# 9
C4H6N2 in the gas phase at a distorted geometry. Source: the Open Molecules 2025 dataset; level of theory: ωB97M-V with the def2-TZVPD basis set.

CARTESIAN COORDINATES (ANGSTROEM)
N: 0.515 1.535 -0.404
N: -0.844 0.136 0.672
H: -0.848 -2.616 -0.316
H: -1.515 2.238 0.452
H: 0.319 -2.322 1.155
C: -0.631 1.474 0.315
C: 0.973 0.243 -0.673
H: -1.710 -0.137 1.123
H: 1.032 -2.505 -0.584
C: 0.084 -0.665 -0.081
C: 0.100 -2.136 0.028
H: 1.863 0.139 -1.237

Values from the calculation:
- HOMO energy: -0.3092 Eh
- Energy relative to the best compared isomer or geometry (same formula, charge and spin): 23.7 kcal per mole
- Energy: -7224.564 eV
- Structure (SMILES): Cc1cnc[nH]1
- Molar mass: 82.11 g/mol
- Orbital gap: 9.295 eV
- 2S+1: 1

# 10
A molecular structure, C4H6N2 at a distorted geometry. Source: the Open Molecules 2025 dataset; level of theory: ωB97M-V with the def2-TZVPD basis set.

CARTESIAN COORDINATES (ANGSTROEM)
C: 0.702 1.100 1.268
N: 0.076 1.309 0.219
H: 1.147 -0.661 2.492
H: 0.097 -2.042 0.530
N: 0.910 -0.344 1.503
H: 1.101 1.779 2.053
H: -0.728 -0.974 -2.250
C: -0.216 0.120 -0.375
C: 0.325 -1.021 0.458
H: -2.071 0.399 -1.929
C: -0.901 -0.246 -1.666
H: -0.443 0.580 -2.305

Values from the calculation:
- HOMO energy: -0.2896 Eh
- Energy relative to the best compared isomer or geometry (same formula, charge and spin): 71.7 kcal per mole
- Energy: -7222.482 eV
- Molar mass: 82.11 g/mol
- Orbital gap: 8.870 eV
- 2S+1: 1

# 11
2 unconnected molecules or ions with the total composition C4H6N2 at a distorted geometry. Source: the Open Molecules 2025 dataset; level of theory: ωB97M-V with the def2-TZVPD basis set.

CARTESIAN COORDINATES (ANGSTROEM)
H: 1.833 0.350 1.862
C: 0.925 -1.456 -1.068
C: -0.879 1.012 0.144
H: 1.415 -0.953 -1.931
H: -0.369 1.735 -0.498
N: 1.267 0.895 1.208
C: 0.153 0.321 1.008
H: -1.554 1.578 0.801
N: -2.398 -0.553 -1.311
H: -0.161 -0.619 1.471
H: 1.472 -2.424 -1.016
C: -1.705 0.113 -0.669

Values from the calculation:
- HOMO energy (alpha / beta): -0.3620 / -0.3601 Eh
- Energy relative to the best compared isomer or geometry (same formula, charge and spin): 133.3 kcal per mole
- Energy: -7219.810 eV
- Molar mass: 82.11 g/mol
- Orbital gap (alpha / beta): 8.686 / 8.655 eV
- 2S+1: 1

# 12
2 unconnected molecules or ions with the total composition C4H6N2. Source: the Open Molecules 2025 dataset; level of theory: ωB97M-V with the def2-TZVPD basis set.

CARTESIAN COORDINATES (ANGSTROEM)
N: 3.292 -0.625 0.438
H: -0.666 -1.839 -0.093
C: -1.047 0.749 1.122
H: 0.386 1.463 -1.618
H: -0.730 -0.010 -1.776
C: 0.048 0.509 -1.212
H: -1.945 1.267 0.812
C: 2.186 -0.434 0.139
H: -0.830 0.494 2.151
H: -1.397 -1.804 0.054
N: -0.157 0.477 0.230
C: 0.860 -0.248 -0.248

Values from the calculation:
- HOMO energy (alpha / beta): -0.2999 / -0.2999 Eh
- Energy relative to the best compared isomer or geometry (same formula, charge and spin): 118.7 kcal per mole
- Energy: -7220.443 eV
- Molar mass: 82.11 g/mol
- Orbital gap (alpha / beta): 8.378 / 8.377 eV
- 2S+1: 1